27
Properties=species:S:1:pos:R:3 method="wB97M-V/def2-TZVPD" homo_ev=-5.84 total_charge=-1 relative_energy_kcal_mol=6.9
C -2.749 0.817 0.184
C -1.046 1.150 -1.673
C -2.676 -0.779 -1.622
C 3.951 -0.988 1.532
C -1.911 0.191 -0.849
N -2.742 1.870 1.080
N -3.706 0.574 1.030
N 3.012 -0.820 0.466
O -1.702 -1.810 0.845
O 3.599 1.435 -0.485
O 1.846 1.416 1.088
O 0.224 -1.339 -0.594
O -0.295 0.063 1.287
S 2.409 0.639 -0.236
S -0.786 -0.834 0.297
H -0.709 2.011 -1.086
H -1.686 1.426 -2.507
H -0.219 0.471 -1.997
H -3.016 -1.626 -1.144
H -3.602 -0.475 -2.155
H -2.146 -1.251 -2.402
H 3.445 -1.498 2.376
H 4.791 -1.538 1.393
H 4.333 -0.018 1.859
H -2.031 1.666 1.756
H 1.039 0.821 1.421
H 2.375 -1.574 0.136

***

49
Properties=species:S:1:pos:R:3 method="wB97M-V/def2-TZVPD" homo_ev="-0.71 / -0.94" total_charge=-2 multiplicity=2 relative_energy_kcal_mol=29.9
Ru -0.478 2.543 0.017
C 3.102 0.291 0.341
C 1.709 0.846 0.402
N 1.426 2.072 -0.228
N 2.410 2.757 -0.828
C 2.097 4.007 -0.979
N 2.996 4.801 -1.714
S 0.719 4.779 -0.276
C 0.839 0.674 1.670
C 1.281 -0.103 2.838
C 0.733 0.152 4.051
C -0.235 1.180 4.220
C -0.545 1.947 3.113
N -0.023 1.782 1.904
H 3.482 0.325 -0.681
H 3.121 -0.741 0.692
H 3.760 0.895 0.968
H 3.517 4.256 -2.384
H 2.532 5.594 -2.128
H 2.005 -0.894 2.688
H 1.037 -0.444 4.908
H -0.687 1.386 5.180
H -1.244 2.773 3.191
S -1.005 2.552 -2.305
C -1.791 1.028 -1.950
C -1.650 -0.071 -2.799
C -2.308 -1.280 -2.573
C -2.106 -2.381 -3.476
N -1.927 -3.244 -4.213
C -3.141 -1.401 -1.465
C -3.269 -0.325 -0.587
C -2.614 0.892 -0.789
S -2.841 2.236 0.324
C -3.869 -2.615 -1.215
N -4.477 -3.569 -1.009
H -1.004 0.018 -3.662
H -3.889 -0.440 0.293
N 0.516 -0.003 0.392
C 0.425 -1.366 0.164
C -0.434 -2.133 0.960
C -0.648 -3.470 0.669
C -0.009 -4.072 -0.411
C 0.853 -3.316 -1.195
C 1.078 -1.976 -0.909
H -0.947 -1.650 1.783
H -1.347 -4.044 1.266
H -0.205 -5.109 -0.659
H 1.336 -3.764 -2.056
H 1.722 -1.377 -1.543

***

18
Properties=species:S:1:pos:R:3 method="wB97M-V/def2-TZVPD" homo_ev=-9.27 smiles="C[C@]12C=C[C@H](CC1)O2" relative_energy_kcal_mol=47.9
C 0.679 0.946 1.901
C 0.288 0.274 0.603
C 0.878 -1.083 0.321
C -0.008 -1.780 -0.364
C -1.209 -0.813 -0.406
C -0.790 0.133 -1.503
C 0.300 0.929 -0.829
O -1.089 -0.066 0.781
H 0.265 0.333 2.705
H 1.780 1.087 1.952
H 0.126 1.953 1.703
H 1.788 -1.485 0.618
H 0.094 -2.684 -0.963
H -2.248 -1.160 -0.599
H -0.499 -0.205 -2.415
H -1.734 0.822 -1.459
H 0.139 1.986 -0.732
H 1.238 0.811 -1.314

***

63
Properties=species:S:1:pos:R:3 method="wB97M-V/def2-TZVPD" homo_ev="-7.42 / -7.43" relative_energy_kcal_mol=0.0
Tl -16.935 -4.664 8.364
C -16.792 -9.203 4.665
C -16.033 -9.195 5.823
C -16.381 -8.386 6.893
C -17.478 -7.522 6.803
C -18.217 -7.504 5.629
C -17.871 -8.314 4.566
N -17.884 -6.671 7.863
C -18.772 -7.059 8.747
C -19.232 -8.407 8.903
C -20.178 -8.737 9.818
C -20.753 -7.773 10.685
C -20.372 -6.482 10.584
C -19.404 -6.096 9.640
N -19.053 -4.802 9.423
N -19.717 -3.862 9.913
C -19.208 -2.583 9.545
C -20.052 -1.488 9.711
C -19.556 -0.256 9.332
C -18.276 -0.153 8.842
C -17.545 -1.320 8.714
N -18.004 -2.517 9.036
H -16.544 -9.809 3.808
H -15.176 -9.828 5.918
H -15.801 -8.439 7.798
H -19.051 -6.820 5.581
H -18.449 -8.307 3.655
H -18.769 -9.149 8.275
H -20.470 -9.765 9.887
H -21.482 -8.061 11.434
H -20.768 -5.691 11.208
H -21.054 -1.631 10.117
H -20.190 0.628 9.418
H -17.818 0.768 8.537
H -16.536 -1.293 8.334
Cl -13.449 -1.815 2.302
C -14.552 -2.264 3.577
C -15.882 -2.583 3.245
C -16.734 -3.020 4.240
C -16.318 -3.135 5.587
O -17.157 -3.601 6.454
C -14.976 -2.746 5.902
C -14.424 -2.671 7.235
O -15.025 -2.831 8.283
C -14.117 -2.344 4.870
H -16.183 -2.513 2.217
H -17.750 -3.286 4.036
H -13.335 -2.426 7.279
H -13.105 -2.075 5.128
S -15.225 -5.604 9.937
C -14.410 -5.981 8.460
N -14.977 -5.683 7.335
C -14.278 -6.117 6.240
C -14.729 -6.013 4.925
C -13.920 -6.515 3.925
C -12.684 -7.103 4.231
C -12.248 -7.247 5.535
C -13.069 -6.755 6.557
S -12.900 -6.833 8.295
H -15.710 -5.607 4.699
H -14.220 -6.450 2.890
H -12.060 -7.484 3.447
H -11.310 -7.734 5.771

***

14
Properties=species:S:1:pos:R:3 method="wB97M-V/def2-TZVPD" homo_ev=-12.19 total_charge=+1 relative_energy_kcal_mol=51.7
N 2.378 -0.809 -0.410
C 1.653 0.120 0.406
C 0.223 0.334 0.183
C -1.079 0.992 0.661
C -2.290 0.558 0.225
S -2.576 -0.589 -0.962
H 1.696 -1.465 -0.778
H 3.081 -1.237 0.232
H 2.829 -0.166 -1.227
H 2.331 0.503 1.144
H -0.183 -0.255 -0.710
H -1.192 1.595 1.485
H -3.023 1.034 0.786
H -3.848 -0.615 -1.036

***

120
Properties=species:S:1:pos:R:3 method="wB97M-V/def2-TZVPD" homo_ev=-9.52 smiles="C=C[Si@@H](CCC(F)(F)F)C(F)(F)C(F)F.O=C1CCCO1.O=C1CCCO1.O=C1CCCO1.O=C1CCCO1.O=C1CCCO1.O=C1CCCO1.O=C1CCCO1.O=C1CCCO1" relative_energy_kcal_mol=150.9
C -1.395 -0.789 -3.695
C -2.829 -0.567 -3.361
Si -3.775 1.096 -3.580
C -2.978 2.329 -4.826
C -1.496 2.887 -4.407
C -1.379 3.486 -2.885
F -0.919 2.433 -1.904
F -0.245 4.483 -2.920
F -2.563 4.245 -2.415
C -5.651 0.852 -4.095
F -6.183 2.060 -4.807
F -5.842 -0.347 -4.965
C -6.531 0.731 -2.699
F -6.154 -0.431 -1.862
F -6.393 1.953 -1.822
H -0.850 -1.681 -3.166
H -0.809 -0.123 -4.489
H -3.432 -1.482 -2.890
H -3.795 1.742 -2.246
H -3.774 3.171 -5.055
H -2.832 1.724 -5.845
H -1.254 3.797 -5.140
H -0.661 2.085 -4.576
H -7.673 0.636 -3.028
O -3.117 0.324 3.224
C -4.177 0.617 2.695
C -5.206 1.543 3.268
C -6.417 1.229 2.426
C -5.808 0.797 1.119
O -4.573 0.172 1.467
H -4.873 2.576 3.131
H -5.385 1.330 4.324
H -7.108 2.070 2.322
H -6.968 0.392 2.873
H -5.596 1.644 0.458
H -6.445 0.084 0.587
O -4.962 5.767 3.867
C -4.176 5.226 4.627
C -2.682 5.306 4.533
C -2.248 4.178 5.435
C -3.371 4.105 6.437
O -4.542 4.492 5.719
H -2.351 6.278 4.910
H -2.343 5.152 3.507
H -1.270 4.338 5.896
H -2.203 3.245 4.860
H -3.228 4.799 7.272
H -3.499 3.094 6.833
O 1.038 2.167 -5.733
C 1.824 1.626 -4.973
C 3.318 1.706 -5.067
C 3.752 0.578 -4.165
C 2.629 0.505 -3.163
O 1.458 0.892 -3.881
H 3.649 2.678 -4.690
H 3.657 1.552 -6.093
H 4.730 0.738 -3.704
H 3.797 -0.355 -4.740
H 2.772 1.199 -2.328
H 2.501 -0.506 -2.767
O 4.855 -1.318 -1.826
C 4.265 -2.144 -1.150
C 3.355 -1.836 0.001
C 3.239 -3.177 0.680
C 3.421 -4.143 -0.462
O 4.310 -3.492 -1.367
H 2.393 -1.492 -0.387
H 3.797 -1.088 0.663
H 2.296 -3.316 1.216
H 4.058 -3.296 1.401
H 2.481 -4.350 -0.984
H 3.859 -5.089 -0.130
O 2.890 -7.182 0.805
C 2.008 -7.589 0.067
C 1.808 -9.017 -0.343
C 0.874 -8.881 -1.518
C 0.111 -7.624 -1.190
O 1.030 -6.802 -0.471
H 1.346 -9.564 0.483
H 2.754 -9.480 -0.633
H 0.228 -9.750 -1.666
H 1.457 -8.732 -2.435
H -0.756 -7.819 -0.551
H -0.222 -7.102 -2.092
O 4.092 6.477 -5.176
C 3.004 6.982 -4.951
C 2.189 6.772 -3.711
C 0.835 7.284 -4.132
C 1.182 8.330 -5.159
O 2.375 7.861 -5.786
H 2.614 7.367 -2.898
H 2.151 5.714 -3.439
H 0.238 7.676 -3.304
H 0.266 6.474 -4.605
H 1.386 9.306 -4.706
H 0.393 8.444 -5.908
O 5.507 -8.968 -0.873
C 6.353 -8.130 -0.611
C 6.145 -6.929 0.261
C 7.342 -6.078 -0.082
C 8.378 -7.103 -0.460
O 7.647 -8.181 -1.043
H 6.155 -7.241 1.309
H 5.209 -6.421 0.017
H 7.661 -5.423 0.733
H 7.108 -5.449 -0.950
H 8.925 -7.482 0.410
H 9.096 -6.709 -1.185
O -3.091 3.053 9.450
C -2.280 2.146 9.366
C -1.527 1.545 10.514
C -0.428 0.789 9.811
C -1.064 0.432 8.493
O -1.960 1.504 8.204
H -2.193 0.875 11.066
H -1.125 2.319 11.171
H -0.071 -0.082 10.367
H 0.426 1.457 9.643
H -1.638 -0.498 8.547
H -0.323 0.346 7.693

***

52
Properties=species:S:1:pos:R:3 method="wB97M-V/def2-TZVPD" homo_ev=-13.29 total_charge=+1 relative_energy_kcal_mol=75.8
O -1.891 0.621 -2.084
C -0.772 1.042 -2.000
C -0.012 1.182 -0.602
C 1.497 1.217 -0.703
C 2.055 2.671 -0.827
O 3.262 2.599 -0.274
O 1.559 3.689 -1.238
N -0.556 0.025 0.261
H -0.112 1.375 -2.821
H -0.405 2.174 -0.212
H 1.877 0.524 -1.556
H 1.994 0.786 0.145
H 3.624 3.404 0.172
H -1.467 -0.245 -0.167
H 0.138 -0.748 0.233
H -0.672 0.469 1.189
H 5.046 -0.464 1.392
H 3.670 -0.601 0.595
O 4.604 -0.805 0.619
H -0.981 -3.225 -2.219
H 0.338 -3.821 -1.579
O -0.124 -3.016 -1.861
H 1.279 -2.290 -0.827
H 2.157 -2.134 0.461
O 1.518 -1.708 -0.102
H -3.778 1.108 -0.746
H -4.185 2.517 -1.027
O -4.228 1.842 -0.297
H 0.569 3.544 -2.744
H -0.750 3.734 -3.616
O -0.110 3.108 -3.255
H 1.983 -2.650 2.444
H 3.195 -3.415 2.368
O 2.308 -3.494 2.804
H -3.456 -3.410 -1.860
H -3.474 -1.839 -2.056
O -2.963 -2.611 -1.683
H 4.172 -2.492 0.127
H 3.882 -3.198 -1.142
O 3.591 -3.234 -0.218
H -1.455 -1.644 3.242
H -0.858 -0.225 3.236
O -0.609 -1.123 3.333
H -2.448 3.588 1.702
H -2.875 2.335 0.651
O -2.157 2.886 1.136
H -1.678 2.290 2.621
H -0.843 2.041 4.044
O -1.013 1.803 3.140
H -4.073 -1.335 1.142
H -3.148 -1.647 -0.087
O -3.222 -1.197 0.750

***

51
Properties=species:S:1:pos:R:3 method="wB97M-V/def2-TZVPD" homo_ev=-4.35 total_charge=-1 relative_energy_kcal_mol=0.0
C -0.121 -1.650 2.726
N -1.156 -0.821 2.122
C -1.229 -0.837 0.665
C -1.861 -2.064 0.012
S -1.373 -2.129 -1.794
C -2.000 0.437 0.244
N -1.181 1.580 -0.161
H 0.577 -1.966 1.947
H 0.532 -1.072 3.388
H -0.490 -2.523 3.266
H -2.054 -1.013 2.499
H -0.238 -0.747 0.217
H -2.932 -1.965 -0.160
H -1.627 -2.987 0.543
H -2.492 0.755 1.163
H -2.794 0.381 -0.485
H -0.806 1.451 -1.097
H -0.510 1.862 0.536
H 1.457 -4.810 0.811
H 1.926 -4.216 -0.470
O 2.262 -4.476 0.424
H -2.591 4.248 2.056
H -2.678 2.762 2.088
O -2.421 3.503 2.646
H 1.468 3.309 1.412
H 0.310 3.257 2.419
O 0.700 2.781 1.671
H -2.448 3.034 -0.268
H -2.005 4.502 -0.325
O -2.778 3.943 -0.446
H 1.660 -2.491 -1.446
H 0.433 -3.178 -1.857
O 1.429 -3.316 -1.908
H 2.524 2.879 -1.537
H 1.242 3.259 -2.349
O 2.121 3.566 -2.115
H 0.264 -1.028 -2.684
H 0.362 -0.434 -4.155
O 0.791 -0.464 -3.296
H 3.367 -1.313 -0.244
H 3.257 -1.436 1.410
O 2.963 -1.016 0.587
H 2.923 0.912 0.105
H 3.222 1.040 -1.387
O 3.235 1.553 -0.550
H 4.074 -0.575 -2.970
H 2.556 -0.455 -3.035
O 3.331 -0.304 -2.435
H -3.172 1.346 4.326
H -2.518 0.079 3.616
O -3.329 0.598 3.746